2 unconnected molecules or ions with the total composition C4H9NOS in a non-equilibrium geometry. Source: OMol25; level of theory: the ωB97M-V functional and the def2-TZVPD basis.

Positions of all 16 atoms, in Å:
O -2.1876 -0.9293 -0.4273
C -0.8227 -1.2803 -0.1846
N 1.4443 -1.9059 0.4867
C 0.5476 -0.9287 0.9419
C 0.0120 0.0185 0.0009
S 0.7724 2.4367 -2.3045
C -0.7154 1.3111 0.5096
H -0.9788 -2.1743 0.4472
H 2.4262 -1.7905 0.7728
H 0.1042 -1.1265 1.9728
H 0.5670 0.2716 -0.8946
H -0.3582 -1.7314 -1.0830
H 1.9407 2.8022 -1.7653
H -1.8100 1.1211 0.4363
H -0.4357 1.8813 1.4092
H -0.5061 2.0244 -0.3181

Summary:
Gap between HOMO and LUMO = 3.22 eV
Relative energy (zero: lowest compared OMol25 entry of this formula, charge and spin) = 267.3 kcal per mole

Results of the Löwdin charge analysis, in e, for atoms 1 through 2: O -0.10; C -0.33